[1]
159
Properties=species:S:1:pos:R:3 method="wB97M-V/def2-TZVPD" total_charge=0 orbital_gap_ev=8.41 homo_energy_ev=-8.9596
O -0.829 1.100 4.342
C -1.894 1.685 4.380
O -1.901 2.920 5.059
N -3.086 1.161 3.709
C -3.049 1.778 2.315
C -4.195 2.854 2.219
C -3.962 4.086 1.232
C -2.681 4.070 0.302
C -1.328 4.555 0.961
C -1.467 5.501 2.209
C -0.089 5.454 3.045
S 1.425 5.595 1.997
C 2.331 4.023 1.963
N 2.455 3.063 2.951
N 3.194 2.004 2.541
C 3.587 2.285 1.243
O 3.074 3.508 0.907
H -2.302 3.588 4.466
H -3.859 1.552 4.257
H -2.008 2.165 2.189
H -3.304 0.932 1.625
H -5.122 2.305 1.870
H -4.489 3.295 3.223
H -4.853 4.112 0.532
H -4.069 5.027 1.854
H -2.531 3.034 -0.167
H -2.905 4.752 -0.576
H -0.677 3.676 1.268
H -0.729 5.104 0.173
H -2.257 5.189 2.948
H -1.642 6.580 1.923
H -0.018 4.502 3.652
H -0.085 6.288 3.809
H 4.215 1.596 0.591
C -1.529 5.136 -3.779
Br 0.250 4.600 -3.230
Br -2.827 3.731 -3.502
Br -2.069 6.794 -2.936
H -1.488 5.322 -4.848
C -0.656 0.681 -1.601
Br -2.385 1.203 -0.904
Br -0.683 0.411 -3.519
Br 0.728 1.925 -1.067
H -0.412 -0.275 -1.153
C -5.898 6.835 -1.939
Br -5.387 7.363 -0.147
Br -6.742 5.092 -1.963
Br -6.997 8.178 -2.798
H -4.984 6.753 -2.519
C 2.406 -1.803 4.623
Br 0.933 -1.410 5.814
Br 2.028 -3.348 3.514
Br 2.912 -0.259 3.560
H 3.260 -2.060 5.245
C 1.127 -3.770 9.279
Br 0.269 -3.940 11.007
Br 2.378 -2.295 9.240
Br 1.955 -5.428 8.720
H 0.347 -3.544 8.557
C -2.860 -1.510 8.075
Br -1.272 -0.651 8.774
Br -3.551 -0.611 6.506
Br -2.563 -3.395 7.741
H -3.623 -1.440 8.843
C 1.583 2.857 -6.513
Br 3.228 3.591 -5.807
Br 0.950 3.851 -8.047
Br 1.753 0.968 -6.901
H 0.832 2.958 -5.734
C 0.402 -3.902 -1.161
Br 0.386 -3.659 -3.082
Br 1.523 -5.387 -0.630
Br 0.885 -2.270 -0.244
H -0.613 -4.147 -0.862
C -4.608 0.870 10.992
Br -5.489 1.894 12.378
Br -5.743 -0.547 10.315
Br -3.947 2.005 9.570
H -3.744 0.395 11.447
C 5.231 -0.331 -1.862
Br 5.925 -2.034 -2.466
Br 3.591 0.143 -2.772
Br 5.028 -0.278 0.066
H 5.968 0.423 -2.122
C -1.777 -6.725 -4.606
Br -1.025 -8.381 -5.267
Br -3.432 -6.273 -5.502
Br -1.982 -6.746 -2.683
H -1.066 -5.937 -4.839
C 7.144 -0.254 4.496
Br 7.670 0.323 6.266
Br 6.348 -2.021 4.519
Br 5.986 1.033 3.634
H 8.050 -0.319 3.901
C 2.256 -8.554 -7.227
Br 2.262 -8.279 -9.143
Br 3.369 -10.052 -6.712
Br 2.732 -6.940 -6.268
H 1.238 -8.802 -6.944
C 10.102 3.169 3.903
Br 10.905 1.833 5.051
Br 9.576 2.422 2.195
Br 8.631 4.077 4.775
H 10.863 3.916 3.703
C 14.897 -0.347 4.405
Br 14.850 1.248 3.309
Br 15.603 0.014 6.171
Br 13.168 -1.213 4.487
H 15.579 -1.043 3.926
C 6.975 2.092 -7.166
Br 6.368 1.522 -8.914
Br 6.401 0.872 -5.775
Br 8.889 2.380 -7.125
H 6.504 3.049 -6.963
C 6.230 -5.911 5.231
Br 7.023 -7.260 6.372
Br 5.709 -6.637 3.513
Br 4.757 -5.009 6.104
H 6.995 -5.164 5.042
C -5.207 -3.611 -8.365
Br -4.120 -4.952 -9.242
Br -4.130 -2.367 -7.346
Br -6.371 -2.697 -9.613
H -5.846 -4.132 -7.658
C 3.944 4.981 -11.365
Br 4.451 5.529 -9.578
Br 3.111 3.234 -11.369
Br 2.835 6.307 -12.237
H 4.857 4.899 -11.945
C -4.479 4.201 15.974
Br -3.673 2.534 15.413
Br -6.142 4.543 15.042
Br -4.702 4.281 17.896
H -3.792 4.996 15.701
C -10.715 4.320 -3.412
Br -10.684 4.552 -5.333
Br -9.655 2.796 -2.855
Br -10.190 5.936 -2.485
H -11.743 4.112 -3.133
C -4.430 0.642 -10.739
Br -3.343 -0.694 -11.620
Br -3.353 1.880 -9.711
Br -5.592 1.561 -11.985
H -5.070 0.117 -10.035
C -6.364 -7.730 -10.715
Br -5.586 -9.114 -9.609
Br -6.853 -8.395 -12.466
Br -7.853 -6.860 -9.835
H -5.599 -6.974 -10.864
C 1.281 -12.536 -3.652
Br 2.376 -13.865 -4.538
Br 2.350 -11.280 -2.640
Br 0.102 -11.634 -4.895
H 0.651 -13.063 -2.943
C -5.926 -2.492 2.237
Br -4.871 -2.018 3.789
Br -6.440 -0.931 1.211
Br -5.031 -3.811 1.136
H -6.841 -2.949 2.599


[2]
10
Properties=species:S:1:pos:R:3 method="wB97M-V/def2-TZVPD" smiles=On1ccnc1 total_charge=0 orbital_gap_ev=9.75 homo_energy_ev=-9.1034
O 1.916 -0.027 0.166
N 0.554 0.067 -0.184
C -0.256 1.210 -0.104
C -1.505 0.517 0.106
N -1.276 -0.866 0.004
C -0.021 -1.086 -0.040
H 2.204 0.844 -0.051
H 0.155 2.189 -0.059
H -2.439 0.972 0.348
H 0.502 -2.039 -0.071


[3]
9
Properties=species:S:1:pos:R:3 method="wB97M-V/def2-TZVPD" total_charge=0 orbital_gap_ev="8.14 / 8.14" homo_energy_ev="-8.8433 / -8.8425"
C 0.408 0.564 -0.516
C -0.049 0.376 0.729
C 1.496 1.398 -0.840
C 0.277 2.467 1.712
O 0.276 1.130 1.797
F 1.476 2.033 -1.944
F 0.462 2.852 2.962
H 0.211 -0.228 -1.113
H -0.427 -0.511 1.170


Values for electronic energy, Ha, ordered as above
-195197.6541; -301.3619; -428.3556
Values for energy relative to the best compared isomer or geometry (same formula, charge and spin), kJ/mol, ordered as above
215.1; 329.2; 520.4